# 1
Below is C4H2LiO2Pr as an isolated structure, with properties calculated with ωB97M-V/def2-TZVPD.

CARTESIAN COORDINATES (ANGSTROEM)
O 0.73918 -1.02229 -1.08626
C 1.40402 -0.20810 -0.27538
C 1.55729 0.44401 0.74820
C -1.78608 -0.85862 0.85752
C -2.01070 0.36578 0.60697
O -1.76737 1.57441 0.47247
Li -0.04382 2.13328 -0.18491
H 1.20622 -1.18286 -1.92249
H 2.03346 1.06941 1.48938
Pr -1.33220 -2.31501 -0.70549

2S+1: 3
Energy above the lowest of the compared OMol25 structures with the same formula, charge and spin: 0.000 eV
Total charge: +2
Frontier orbital gap (spin up / spin down): 0.2639 / 0.2720 hartree
E: -827.85984 a.u.
Lowest unoccupied orbital energy (spin up / spin down): -9.1 / -9.0 eV
<S²>: 2.03

# 2
Below is a 2-piece molecular cluster, C5H14O overall, with properties calculated with ωB97M-V/def2-TZVPD.

CARTESIAN COORDINATES (ANGSTROEM)
C 0.08547 -0.20335 -0.53561
C -0.09633 0.12404 0.87887
C 0.71908 1.21256 1.57281
C 2.04459 0.63222 2.13462
C 1.31725 -1.34216 -0.62663
H -0.66770 -0.57306 -1.22853
H 0.44977 0.65132 -1.12742
H -0.20497 -0.74468 1.55462
H -1.17694 0.50497 1.04050
H 0.05600 1.62894 2.33935
H 1.01491 2.04214 0.93234
H 2.45215 1.27519 2.90316
H 2.03846 -0.43492 2.36045
H 2.75315 0.63285 1.29262
H 2.16953 -1.08200 -0.03013
H 0.71525 -2.23373 -0.47515
H 1.63068 -1.30912 -1.67260
H -4.81511 0.28601 -3.28903
H -5.60906 -0.85175 -3.92695
O -4.87618 -0.21546 -4.09729

2S+1: 2
Energy above the lowest of the compared OMol25 structures with the same formula, charge and spin: 0.960 eV
Total charge: +1
Frontier orbital gap (spin up / spin down): 0.3940 / 0.1349 hartree
E: -273.72230 a.u.
Lowest unoccupied orbital energy (spin up / spin down): -3.0 / -10.0 eV
<S²>: 0.75

# 3
Below is C36H28I2N6NaO2S2Sb as an isolated structure, with properties calculated with ωB97M-V/def2-TZVPD.

CARTESIAN COORDINATES (ANGSTROEM)
Na -0.54314 -0.50792 -0.00217
C -2.89785 -1.77705 3.04879
C -2.58024 -0.49733 3.76371
C -3.11088 -0.27969 5.04082
C -2.85784 0.90674 5.69218
C -2.09047 1.86194 5.03978
C -1.59873 1.57627 3.77049
N -1.82292 0.41257 3.15185
Sb -0.51652 3.20633 2.87268
C -1.31082 3.10486 0.87218
C -0.90465 4.01124 -0.09929
C -1.45198 3.90051 -1.36411
C -2.38815 2.91306 -1.61121
C -2.76448 2.06181 -0.57791
C -3.78876 0.98093 -0.76446
N -2.22597 2.16997 0.64150
C 1.44683 2.36629 2.63280
C 2.42082 3.17443 2.05794
C 3.69361 2.65701 1.89657
C 3.94750 1.37220 2.33723
C 2.92484 0.64078 2.93456
C 3.16356 -0.76221 3.41416
N 1.69274 1.13511 3.07861
H -2.50253 -2.62845 3.60653
H -3.98057 -1.89915 2.97031
H -2.47676 -1.79671 2.04842
H -3.72252 -1.04894 5.49731
H -3.26071 1.09728 6.68054
H -1.87270 2.81725 5.50157
H -0.14588 4.75159 0.12123
H -1.12182 4.55436 -2.16182
H -2.81277 2.78686 -2.59917
H -4.27165 1.05573 -1.73868
H -3.32179 -0.00257 -0.67823
H -4.54087 1.05051 0.02256
H 2.17156 4.17048 1.71290
H 4.47249 3.24021 1.42047
H 4.92713 0.92662 2.21785
H 4.18033 -0.88258 3.79035
H 2.44832 -1.02133 4.19175
H 3.02583 -1.45143 2.57847
I -4.23528 -4.24121 -0.19081
C -3.22941 -3.39386 -1.81979
C -3.46898 -3.88535 -3.10571
C -2.80118 -3.36617 -4.18265
I -3.21694 -4.17854 -6.08181
C -1.87129 -2.30691 -4.02537
C -1.11407 -1.71691 -5.06188
C -0.27403 -0.67532 -4.78766
C -0.19497 -0.18696 -3.47022
N -0.86582 -0.72654 -2.48451
C -1.67098 -1.78561 -2.72393
C -2.31907 -2.35744 -1.53689
O -2.07305 -1.90600 -0.38622
H -4.18582 -4.68290 -3.24559
H -1.20192 -2.10604 -6.06862
H 0.32814 -0.22451 -5.56574
H 0.43189 0.66126 -3.21483
S 1.28952 1.62944 -0.62020
C 2.52349 0.87761 -1.57503
C 3.25106 1.66745 -2.47820
C 4.22562 1.15707 -3.32807
C 4.91940 2.03619 -4.22154
N 5.46637 2.76185 -4.93116
C 4.50778 -0.21825 -3.28535
C 3.81668 -1.01761 -2.38273
C 2.84092 -0.52337 -1.50339
S 2.09035 -1.61697 -0.39392
C 5.48713 -0.80514 -4.15137
N 6.26934 -1.28766 -4.84719
H 3.03016 2.72662 -2.51231
H 4.04118 -2.07556 -2.34438
C 0.78787 -3.45769 2.20084
O 0.30363 -2.24828 2.76463
H -0.00506 -4.20042 2.30001
H 1.67530 -3.81782 2.73461
H 1.03692 -3.35437 1.14606
H 0.77350 -1.50167 2.37189

2S+1: 1
Energy above the lowest of the compared OMol25 structures with the same formula, charge and spin: 0.764 eV
Total charge: -2
Frontier orbital gap: 0.1766 hartree
E: -3662.12511 a.u.
Lowest unoccupied orbital energy: 3.4 eV

# 4
Below is a 2-piece molecular cluster, H3OPS overall, with properties calculated with ωB97M-V/def2-TZVPD.

CARTESIAN COORDINATES (ANGSTROEM)
O -1.33226 1.26040 0.27170
P -0.52288 0.29796 -0.75603
S 1.39137 0.60632 -0.07257
H -1.38585 1.07879 1.19054
H -0.82416 -1.46315 0.00742
H 1.27112 1.34797 -1.16778

2S+1: 1
Energy above the lowest of the compared OMol25 structures with the same formula, charge and spin: 1.456 eV
Frontier orbital gap: 0.3565 hartree
E: -816.52883 a.u.
Lowest unoccupied orbital energy: 0.2 eV

Please write out number 2 again, unchanged.
Below is a 2-piece molecular cluster, C5H14O overall, with properties calculated with ωB97M-V/def2-TZVPD.

CARTESIAN COORDINATES (ANGSTROEM)
C 0.08547 -0.20335 -0.53561
C -0.09633 0.12404 0.87887
C 0.71908 1.21256 1.57281
C 2.04459 0.63222 2.13462
C 1.31725 -1.34216 -0.62663
H -0.66770 -0.57306 -1.22853
H 0.44977 0.65132 -1.12742
H -0.20497 -0.74468 1.55462
H -1.17694 0.50497 1.04050
H 0.05600 1.62894 2.33935
H 1.01491 2.04214 0.93234
H 2.45215 1.27519 2.90316
H 2.03846 -0.43492 2.36045
H 2.75315 0.63285 1.29262
H 2.16953 -1.08200 -0.03013
H 0.71525 -2.23373 -0.47515
H 1.63068 -1.30912 -1.67260
H -4.81511 0.28601 -3.28903
H -5.60906 -0.85175 -3.92695
O -4.87618 -0.21546 -4.09729

2S+1: 2
Energy above the lowest of the compared OMol25 structures with the same formula, charge and spin: 0.960 eV
Total charge: +1
Frontier orbital gap (spin up / spin down): 0.3940 / 0.1349 hartree
E: -273.72230 a.u.
Lowest unoccupied orbital energy (spin up / spin down): -3.0 / -10.0 eV
<S²>: 0.75

- Which of these has the highest E?
  C5H14O